ORCA calculation (ωB97M-V with the def2-TZVPD basis set) on a 7-piece molecular cluster, C33H55NO13 overall.

```
102
Properties=species:S:1:pos:R:3:lowdin_charge:R:1
C -6.12060 -4.18420 0.10801 -0.0423
C -6.72463 -3.32373 1.24441 -0.4589
C -5.82200 -3.19822 2.44630 -0.1390
C -6.14200 -2.12125 3.52687 -0.1625
C -6.41155 -0.74360 2.89681 -0.1456
C -7.46886 -0.85496 1.69441 -0.3886
N -7.13058 -1.98820 0.73747 -0.2092
O -7.98148 -1.92566 -0.24333 -0.0084
C -8.93796 -0.80712 2.35290 -0.0056
C -7.13651 0.37999 0.77276 -0.0463
C -8.07062 -4.15981 1.66501 -0.0215
H -6.03032 -5.25280 0.30303 0.0821
H -5.19378 -3.74778 -0.26433 0.0790
H -6.78829 -4.18500 -0.75356 0.0761
H -5.76920 -4.16625 2.94453 0.1196
H -4.83595 -3.09208 1.99406 0.1109
H -5.29592 -1.97262 4.19781 0.1082
H -7.06229 -2.44915 4.01023 0.0968
H -5.42794 -0.43702 2.54099 0.1043
H -6.74121 0.02748 3.59313 0.1115
H -9.46922 0.14130 2.27310 0.0757
H -9.50587 -1.73278 2.25934 0.0627
H -8.82575 -0.94829 3.42788 0.0562
H -6.11333 0.29297 0.40723 0.0808
H -7.82209 0.36041 -0.07443 0.0707
H -7.35184 1.26507 1.37139 0.0788
H -7.85102 -5.22579 1.60519 0.0641
H -8.88178 -4.01750 0.95097 0.0682
H -8.41430 -3.87706 2.66002 0.0621
H -7.27358 -1.71634 -0.85706 0.1200
O 0.89571 6.71661 5.39939 0.0651
C 1.37999 6.12826 6.38606 -0.4707
O 1.84743 6.64871 7.48190 0.0300
C 2.36183 5.71291 8.51090 -0.0957
C 1.89317 4.36567 7.99642 -0.1709
C 1.77566 4.63084 6.53592 -0.1011
H 1.86652 6.01204 9.43463 0.1257
H 3.44898 5.75317 8.57869 0.1275
H 0.98699 4.08105 8.53111 0.1202
H 2.59241 3.54496 8.15639 0.1184
H 1.09735 3.96797 5.99870 0.1205
H 2.62290 4.55791 5.85404 0.1310
O 3.23142 6.46978 -2.15889 0.0809
C 2.49097 7.26951 -2.73097 -0.5272
O 2.72574 8.52495 -2.91359 0.0675
C 1.68097 9.13471 -3.64090 -0.1678
C 0.47306 8.31774 -3.30190 -0.1436
C 1.09687 6.91083 -3.20770 -0.0739
H 2.00970 9.13538 -4.68015 0.1332
H 1.49173 10.17300 -3.36845 0.1301
H -0.32390 8.27559 -4.04431 0.1182
H 0.10962 8.57864 -2.30795 0.1255
H 1.28641 6.36509 -4.13201 0.1307
H 0.70628 6.27678 -2.41176 0.1263
O 12.38343 1.64485 -3.80482 0.1288
C 11.19828 1.50347 -3.78704 -0.4528
O 10.63642 0.96861 -2.61807 0.0044
C 9.19058 0.84141 -2.66049 -0.1355
C 8.88089 1.40604 -4.08805 -0.1614
C 10.14497 1.89172 -4.77089 -0.0802
H 8.67388 1.51058 -1.97251 0.1087
H 8.60466 -0.05990 -2.48032 0.1172
H 8.07070 2.12054 -3.94249 0.1083
H 8.44495 0.64094 -4.73046 0.1045
H 10.09794 2.91700 -5.13793 0.1309
H 10.40019 1.30289 -5.65194 0.1271
O -2.64962 -5.76837 -7.66091 0.0918
C -2.80620 -5.75411 -8.86840 -0.5651
O -2.55290 -4.67632 -9.49370 0.0566
C -2.91412 -4.71589 -10.89714 -0.1183
C -3.86207 -5.93476 -10.94684 -0.1285
C -3.43026 -6.82526 -9.72189 -0.0496
H -1.96286 -4.81042 -11.42085 0.1207
H -3.32299 -3.80465 -11.33368 0.1229
H -3.74657 -6.46285 -11.89334 0.1104
H -4.85642 -5.53448 -10.74900 0.1131
H -2.62099 -7.44357 -10.11031 0.1195
H -4.06947 -7.60378 -9.30546 0.1264
O 6.69009 -2.78793 9.55072 0.1347
C 6.82762 -2.76365 8.36725 -0.4851
O 5.83551 -2.30088 7.52423 0.0528
C 6.30737 -2.44371 6.26869 -0.2407
C 7.51639 -3.37476 6.32549 -0.1304
C 8.11696 -3.08432 7.74290 -0.0692
H 6.54548 -1.44901 5.89188 0.1247
H 5.59506 -2.68919 5.48101 0.1275
H 8.27176 -3.20130 5.55905 0.1112
H 7.33686 -4.44913 6.28556 0.1155
H 8.87784 -2.30525 7.79024 0.1316
H 8.64000 -3.95296 8.14290 0.1274
O 2.85606 -1.01121 -0.13669 0.1151
C 1.90305 -0.70513 -0.79500 -0.5438
O 1.80525 -1.32487 -1.93933 0.0336
C 0.64961 -0.94308 -2.68848 -0.1148
C -0.18652 -0.50245 -1.46282 -0.1783
C 0.70589 0.11582 -0.41465 -0.0557
H 0.25134 -1.73332 -3.32487 0.1316
H 0.83553 -0.02676 -3.24875 0.1215
H -0.67629 -1.39610 -1.07600 0.1206
H -0.96613 0.15433 -1.84872 0.1114
H 0.38159 -0.26162 0.55513 0.1270
H 0.79989 1.19068 -0.25991 0.1319
```

* net charge: 0
* spin multiplicity: 1
* gap between HOMO and LUMO: 8.408 eV
* LUMO: 0.39 eV
* SMILES: CC1(C)CCCC(C)(C)N1O.O=C1CCCO1.O=C1CCCO1.O=C1CCCO1.O=C1CCCO1.O=C1CCCO1.O=C1CCCO1